(1)
DFT (ωB97M-V/def2-TZVPD) results for an isolated molecule of CH5N3OS in a non-equilibrium geometry.

Output
max |F|: 4.77 eV/Å
ΔE to the lowest compared entry with this formula, charge and spin: 206.6 kJ/mol
electronic energy: -18468.294 eV
HOMO-LUMO gap: 9.61 eV
SMILES string: [H]/N=C(/NO)NS

```
! wB97M-V def2-TZVPD RIJCOSX def2/J DEFGRID3
* xyz 0 1
H 0.77 1.69 -2.05
S -1.49 0.08 2.02
H 1.25 -0.61 -1.69
O 0.93 1.40 -1.12
H -0.16 0.02 2.37
N 0.44 -1.58 0.21
C 0.00 -0.45 -0.05
N -1.08 0.29 0.51
H -1.01 1.22 0.14
N 0.46 0.02 -1.25
H -0.12 -2.07 0.91
*
```



(2)
DFT (ωB97M-V/def2-TZVPD) results for a structure of composition CH5N3OS2 in a non-equilibrium geometry.

Output
max |F|: 7.81 eV/Å
ΔE to the lowest compared entry with this formula, charge and spin: 357.1 kJ/mol
electronic energy: -29300.093 eV
HOMO-LUMO gap: 8.46 eV

```
! wB97M-V def2-TZVPD RIJCOSX def2/J DEFGRID3
* xyz 0 1
S 1.51 2.01 0.24
H 1.93 -0.35 -1.29
N -0.95 -0.97 -0.23
H -0.57 0.98 1.54
H -3.23 -0.19 -0.62
H 2.68 0.74 0.85
N 1.31 -0.81 -0.61
C 0.11 -0.26 -0.12
N 0.32 0.98 0.44
O 1.13 -2.08 -1.03
S -2.47 -0.46 0.52
H 0.21 -2.18 -0.86
*
```